112
Properties=species:S:1:pos:R:3:forces:R:3:mulliken_charge:R:1 method="wB97M-V/def2-TZVPD" gap_ha="0.2198 / 0.2203" s2=3.754 homo_energy_ev="-9.22 / -9.22" spin_multiplicity=4 total_charge=+1
Nd -0.72612 0.00113 -0.44076 0.210 -0.461 0.026 -0.181
I -0.31775 -0.51926 -5.34647 -0.169 -0.359 -0.750 -0.491
I 0.33836 1.18508 -3.01899 0.229 0.558 -0.529 0.413
S 0.59095 -2.47079 -2.58393 0.190 -0.185 -0.325 -0.171
S 2.98825 -0.76021 2.69599 -0.776 -0.188 -0.170 -0.061
Si -3.55016 1.96041 0.59019 -0.205 -0.082 -0.021 -0.797
Si -3.88388 -1.14450 0.74055 0.035 -0.141 0.113 0.679
Si -3.87609 0.24734 -2.11639 0.333 -0.010 -0.245 0.457
N 0.29488 -2.29032 -0.92929 -0.451 -0.564 0.804 -0.317
N 0.28244 -4.59276 -0.47476 0.186 0.326 0.318 0.043
N -0.80652 1.67294 1.37805 0.078 -0.218 0.521 2.216
N -0.11254 -1.65684 1.61987 -0.039 -0.182 -0.265 2.379
N 2.14024 -0.20579 -0.38923 0.181 -0.164 0.122 1.001
N 5.04741 0.73770 3.29506 0.155 0.021 0.083 0.057
N 5.11996 -1.44717 4.03814 0.157 0.041 0.042 -0.103
C 2.53797 3.51787 0.03415 -0.071 -0.096 -0.126 -0.575
C -0.73655 -5.84214 -4.34559 0.069 0.048 -0.031 -0.743
C -3.09962 -1.30304 -2.94251 -0.346 0.574 0.566 -0.591
C 0.39571 -3.48738 3.66017 -0.118 0.415 0.082 -1.468
C 0.45058 -3.87643 2.33284 -0.135 0.291 -0.482 -0.852
C -5.76707 -1.45776 0.78915 0.611 0.254 -0.173 -1.309
C 0.08720 -2.17032 3.95434 0.065 -0.348 -0.207 -0.656
C -3.24414 0.31867 -0.30154 -0.518 0.303 0.052 0.745
C -0.47361 -6.31063 -1.99982 0.092 0.181 -0.066 -0.799
C 4.81002 -0.03668 -2.98511 -0.018 0.009 0.048 -0.740
C -0.04438 -5.01163 -1.78499 -0.212 -0.236 -0.609 0.047
C 0.28508 4.34582 0.08234 -0.036 0.118 -0.008 -0.359
C 3.16643 1.68465 -1.55916 0.139 -0.303 0.157 -0.063
C -0.15263 -1.30384 2.89789 0.004 0.146 0.300 -1.287
C 6.42214 -1.28479 4.65375 0.393 0.140 0.141 -0.609
C -0.79390 -6.72655 -3.28614 -0.023 0.021 0.095 -0.686
C -3.87421 3.58471 -0.37495 0.361 -0.702 0.095 -1.209
C -1.95684 2.30929 1.66579 -0.825 0.029 -0.237 -0.223
C 3.90347 -0.54457 -2.07016 -0.138 0.027 0.139 -0.756
C 1.59174 4.39932 0.53507 -0.082 0.119 -0.004 -1.110
C -4.99608 1.99767 1.83936 0.547 -0.198 -0.318 -1.393
C 6.33671 1.06288 3.86972 0.395 -0.014 0.190 -0.590
C -0.07606 3.40099 -0.86876 -0.038 0.256 -0.128 0.462
C 0.86132 2.51537 -1.37408 -0.383 -0.102 0.256 -0.649
C 0.02677 -4.13638 -2.86434 0.019 0.457 0.435 1.025
C -5.76099 0.16268 -2.36869 0.642 -0.036 0.288 -1.298
C -0.92955 3.35523 3.58223 0.077 -0.092 -0.075 -1.201
C -3.10727 -2.80566 0.13012 -0.090 0.690 0.165 -0.630
C 0.26054 1.87931 2.15814 0.376 -0.093 -0.020 -0.312
C 3.08139 0.30706 -1.34688 0.215 0.225 0.017 -0.287
C 0.24703 2.69187 3.27218 -0.103 -0.014 -0.082 -1.114
C 7.18893 -0.20074 3.90404 -0.187 0.024 0.128 -0.635
C 4.10062 2.18676 -2.45376 0.008 -0.049 0.074 -0.335
C -3.26007 1.76439 -3.11590 -0.243 -0.392 0.513 -0.657
C -0.34029 -4.52784 -4.13630 -0.012 -0.092 0.101 -0.711
C 4.92654 1.33105 -3.16181 0.066 0.001 -0.102 -0.921
C 4.48007 -0.47036 3.38705 0.057 0.071 -0.059 -0.074
C 0.24747 -3.28329 -0.09947 0.004 0.054 -0.832 0.299
C -3.33616 -0.99165 2.58194 -0.103 0.080 -0.513 -1.132
C 2.18008 2.58076 -0.92760 0.168 0.026 0.164 0.556
C -2.02286 3.16990 2.75738 0.053 0.042 -0.043 -0.774
C 0.17901 -2.94100 1.33233 0.074 -0.227 0.885 0.686
H -4.82113 3.50409 -0.89758 -0.268 -0.030 -0.103 0.342
H 6.80812 1.83339 3.25755 -0.048 -0.044 0.054 0.375
H 3.82618 -1.61050 -1.91278 0.001 -0.159 -0.016 0.479
H 1.13473 2.79737 3.87300 0.126 -0.013 0.068 0.576
H -2.84039 -0.04727 2.79258 0.097 0.167 0.088 0.052
H 4.52841 1.45336 2.81218 -0.065 -0.228 0.004 0.067
H 4.14898 3.25507 -2.61105 0.017 0.075 -0.035 0.544
H 0.12749 -5.29844 0.22952 0.017 0.199 0.010 0.165
H -3.83311 -3.39838 -0.41394 -0.157 -0.075 -0.227 0.640
H -4.19491 -1.05832 3.24223 -0.225 0.028 0.091 0.554
H -4.83410 1.35078 2.69291 0.022 -0.191 0.210 0.379
H -2.03389 -1.41907 -2.70351 0.010 -0.064 -0.169 -0.105
H -0.54537 -6.99857 -1.17019 -0.006 -0.105 0.108 0.424
H -1.09013 3.38951 -1.25141 -0.026 -0.022 0.034 0.151
H -0.99147 -6.16667 -5.33993 -0.059 -0.064 -0.145 0.432
H -6.27845 0.86656 -1.72452 -0.116 0.194 0.134 0.349
H 3.56194 3.56348 0.37612 0.130 0.024 -0.011 0.607
H -2.48771 2.31061 -2.58475 0.129 0.089 -0.004 -0.080
H -6.32264 -0.53252 0.88144 -0.135 0.237 0.020 0.334
H -3.17068 -1.24217 -4.02318 0.113 0.143 -0.187 0.538
H -0.38189 -0.26741 3.09655 -0.049 -0.010 0.047 0.286
H -6.15137 -0.82454 -2.15428 -0.092 -0.254 0.088 0.369
H -2.85187 1.46845 -4.07697 0.111 -0.185 -0.157 0.458
H -5.18314 2.99969 2.21235 0.053 0.241 0.022 0.488
H 1.16794 1.34379 1.89251 -0.016 0.044 0.026 0.187
H -2.94713 3.68596 2.95730 -0.180 0.036 0.079 0.507
H 5.64243 1.72778 -3.86529 0.041 0.037 -0.063 0.419
H -3.13199 3.85795 -1.11364 0.156 -0.001 -0.163 0.395
H 0.72756 -4.89151 2.09267 0.000 -0.043 -0.059 0.631
H -6.11440 -1.95705 -0.10833 -0.033 -0.080 -0.236 0.368
H 2.23446 -1.22527 -0.39870 -0.112 0.401 0.152 0.222
H 4.65659 -2.33980 4.09195 -0.085 0.168 -0.115 0.216
H 1.88464 5.14375 1.26117 -0.008 0.043 0.092 0.414
H -2.25889 -2.64585 -0.53470 0.051 -0.107 -0.144 -0.316
H 0.05182 -1.81332 4.97140 -0.036 0.061 0.032 0.595
H 6.20652 1.45974 4.88425 0.082 0.012 -0.100 0.292
H -0.45381 5.03677 0.46476 -0.040 0.049 0.005 0.523
H -2.65851 -1.79193 2.86759 0.027 -0.138 -0.036 0.434
H -0.29909 -3.81203 -4.94547 -0.018 0.061 -0.058 0.326
H -6.01786 0.39800 -3.39606 0.046 0.080 -0.243 0.429
H -4.06516 2.46352 -3.31051 -0.281 0.155 0.021 0.376
H -2.76962 -3.40555 0.97065 0.062 -0.078 0.223 0.397
H 8.14219 -0.00490 4.39110 -0.003 0.003 0.000 0.357
H 7.37695 -0.53510 2.88244 0.072 0.008 -0.001 0.307
H 6.30590 -1.00776 5.70872 0.077 -0.053 -0.078 0.279
H -1.09710 -7.74665 -3.44965 -0.067 -0.156 -0.021 0.411
H 5.42792 -0.71559 -3.55126 0.083 -0.053 -0.064 0.459
H -5.90771 1.66902 1.35164 -0.186 -0.052 -0.166 0.357
H -3.95233 4.41458 0.32274 -0.044 0.037 0.244 0.420
H -0.99101 3.98851 4.45378 -0.013 0.118 0.064 0.469
H 6.95461 -2.23686 4.60896 -0.077 0.073 0.009 0.376
H 0.60035 -4.19808 4.44559 0.027 -0.066 0.068 0.494
H -3.61035 -2.21232 -2.64566 -0.081 -0.246 0.228 0.246
H 2.43394 0.07644 0.55671 0.002 -0.108 -0.318 -0.641
H -6.04249 -2.08325 1.63312 0.107 -0.156 0.199 0.433